Entry 1:
The following is a quantum chemistry calculation of a structure of composition C28H31Cl3ORuSi at a distorted geometry, from the Open Molecules 2025 dataset.

Computed properties:
**2S+1**: 5
**Charge**: -2
**Lowest unoccupied orbital energy (alpha / beta)**: 0.1598 / 0.1598 Eh
**Highest occupied orbital energy (alpha / beta)**: 0.01 / -0.35 eV

Atoms and positions in Å:
C (-1.08718, -3.28146, 0.86867)
C (-0.09905, -3.78723, -0.07212)
C (-0.55049, -3.39047, -1.39460)
C (1.05142, -4.65576, 0.22385)
C (-1.83267, -2.77481, -1.25947)
C (-2.16813, -2.72177, 0.10298)
C (-3.44381, -2.23460, 0.67398)
C (-1.12526, -3.57126, 2.30153)
C (0.10571, -3.78513, -2.65713)
C (-2.70279, -2.33270, -2.38044)
Ru (0.85442, -1.85470, 0.02588)
Cl (3.95031, -2.45080, -0.36322)
Cl (1.47110, -1.83136, 2.16818)
Cl (1.06087, -0.64531, -1.89520)
H (1.23533, -4.69467, 1.28688)
H (1.93776, -4.18159, -0.23606)
H (0.96700, -5.66960, -0.17308)
H (1.18669, -3.72965, -2.56346)
H (-0.17698, -3.11811, -3.48408)
H (-0.17723, -4.81004, -2.93260)
H (-2.13806, -1.78672, -3.15615)
H (-3.48504, -1.64000, -2.05465)
H (-3.20381, -3.19496, -2.84849)
H (-3.86356, -1.37899, 0.10428)
H (-3.32975, -1.87409, 1.69603)
H (-4.20090, -3.02067, 0.68569)
H (-0.13794, -3.46709, 2.76277)
H (-1.51684, -4.57856, 2.51009)
H (-1.78097, -2.86479, 2.83545)
O (-0.44931, 0.07495, 0.50558)
H (-1.39012, 0.19359, 0.75342)
C (-1.11359, 3.97333, 3.91551)
C (-1.98377, 3.58212, 2.88455)
C (-1.50258, 2.88279, 1.75935)
C (-0.14334, 2.53667, 1.70428)
C (0.74353, 2.94743, 2.72213)
C (0.22549, 3.66006, 3.82011)
Si (0.37418, 1.48944, 0.34446)
C (-0.33852, 2.16787, -1.18960)
C (-1.23178, 1.58322, -2.09515)
C (-1.69331, 2.34901, -3.18548)
C (-1.29768, 3.68318, -3.33747)
C (-0.42534, 4.26090, -2.41518)
C (0.05636, 3.50672, -1.33744)
C (2.22709, 1.43268, 0.25330)
C (2.82652, 1.94424, -0.90816)
C (4.22376, 2.07806, -0.98531)
C (5.01785, 1.60522, 0.06552)
C (4.42560, 1.05829, 1.21832)
C (3.02060, 1.03412, 1.33986)
H (-1.49825, 4.48945, 4.79068)
H (-3.02055, 3.81035, 2.95532)
H (-2.18951, 2.64567, 0.92790)
H (1.80655, 2.72853, 2.64515)
H (0.92074, 3.94109, 4.60223)
H (-1.56078, 0.53758, -1.98135)
H (-2.37550, 1.88371, -3.90506)
H (-1.66149, 4.26833, -4.17314)
H (-0.08322, 5.28371, -2.50581)
H (0.74361, 3.95182, -0.61133)
H (2.20787, 2.24006, -1.76038)
H (4.66113, 2.48272, -1.90031)
H (6.09806, 1.65092, -0.00862)
H (5.02724, 0.67839, 2.04536)
H (2.55228, 0.69066, 2.27124)

Cartesian forces (eV/Å) of the 3 atoms listed first:
-0.3540 -0.3912 -2.1843
-2.3285 0.3265 -0.3355
-0.6433 -0.1538 1.4810

Results of the Mulliken charge analysis, in e, for atoms 1 through 6: atom 1 (C): 1.78, atom 2 (C): -0.60, atom 3 (C): 0.70, atom 4 (C): -1.09, atom 5 (C): 1.14, atom 6 (C): 0.02

***

Entry 2:
The following is a quantum chemistry calculation of a structure of composition C28H31F3NO6SbSe2Ti at a distorted geometry, from the Open Molecules 2025 dataset.

Computed properties:
**Relative energy (zero: lowest compared OMol25 entry of this formula, charge and spin)**: 0.876 eV
**Lowest unoccupied orbital energy**: 0.0090 Eh
**Highest occupied orbital energy**: -6.97 eV

Atoms and positions in Å:
Ti (-0.21517, 0.30279, -2.05265)
N (0.11610, 2.49271, -1.19181)
C (-1.04379, 3.17235, -0.57827)
C (-2.30758, 2.85203, -1.39636)
C (-2.08654, 1.43293, -1.86361)
O (-1.75923, 1.23225, -3.05964)
O (-1.97573, 0.48756, -1.02216)
H (0.92580, 2.52968, -0.58072)
H (0.37806, 2.96201, -2.05726)
H (-0.90409, 4.25435, -0.51673)
H (-1.16862, 2.78732, 0.43365)
H (-2.37970, 3.48657, -2.27777)
H (-3.19745, 2.95050, -0.77700)
O (0.73162, -1.77748, -7.39143)
C (-0.39048, -1.94111, -6.54833)
C (-0.08883, -1.35232, -5.14553)
C (-1.38987, -1.57436, -4.35558)
O (-1.27303, -1.43425, -2.93889)
C (1.07524, -2.20795, -4.59747)
Se (2.29244, -1.74364, -3.08445)
C (0.18997, 0.13859, -5.39809)
Se (1.03464, 1.21393, -3.98425)
H (0.48531, -1.98463, -8.29574)
H (-0.63682, -3.00680, -6.44820)
H (-1.26892, -1.42446, -6.95612)
H (-1.77344, -2.57589, -4.57509)
H (-2.13229, -0.83658, -4.65935)
H (-0.87223, -2.23132, -2.56729)
H (1.80371, -2.31537, -5.40084)
H (0.68584, -3.20030, -4.35987)
H (-0.75157, 0.63826, -5.62972)
H (0.85843, 0.23412, -6.24952)
C (1.66734, -2.67928, -0.01111)
O (0.62542, -2.16300, -0.83819)
C (1.04640, -1.14570, -1.70446)
O (1.34425, 0.03362, -1.14580)
H (1.21937, -3.41121, 0.65601)
H (2.12503, -1.87554, 0.57350)
H (2.43306, -3.14862, -0.63458)
F (-3.69574, 3.67949, 5.33130)
C (-2.94804, 2.95325, 4.47714)
C (-3.52636, 1.87973, 3.82993)
C (-2.74088, 1.12646, 2.96946)
C (-1.39345, 1.42022, 2.77467)
C (-0.86610, 2.54952, 3.39429)
C (-1.63681, 3.32226, 4.25309)
Sb (-0.21321, 0.08042, 1.51162)
C (-0.17820, -1.49341, 3.02150)
C (-1.37479, -2.02799, 3.48919)
C (-1.39177, -3.10222, 4.36696)
C (-0.18938, -3.65845, 4.75516)
F (-0.19850, -4.70993, 5.59732)
C (1.01782, -3.17548, 4.29160)
C (1.01213, -2.08937, 3.42722)
C (1.67532, 0.88269, 2.25316)
C (1.90762, 0.97318, 3.62649)
C (3.11772, 1.43352, 4.11917)
C (4.11081, 1.78392, 3.22332)
F (5.29927, 2.19958, 3.69890)
C (3.92162, 1.70922, 1.85985)
C (2.69345, 1.26373, 1.38287)
H (-4.56683, 1.63810, 4.00045)
H (-3.19446, 0.30182, 2.43120)
H (0.16111, 2.83916, 3.21500)
H (-1.22261, 4.19129, 4.74673)
H (-2.31871, -1.60567, 3.16997)
H (-2.32048, -3.51373, 4.73898)
H (1.94702, -3.64139, 4.59151)
H (1.96111, -1.70588, 3.07316)
H (1.13890, 0.66680, 4.32527)
H (3.30277, 1.50552, 5.18277)
H (4.72622, 1.97587, 1.18774)
H (2.56073, 1.17598, 0.31365)

Cartesian forces (eV/Å) of the 3 atoms listed first:
0.0078 -0.6106 -0.8467
-0.0444 0.0251 -0.1300
-0.2117 0.0769 0.0569

Results of the Mulliken charge analysis, in e, for atoms 1 through 6: atom 1 (Ti): 0.61, atom 2 (N): -0.47, atom 3 (C): 0.30, atom 4 (C): -0.95, atom 5 (C): 0.97, atom 6 (O): -0.51

***

Entry 3:
The following is a quantum chemistry calculation of a structure of composition C28H31FeN2 at a distorted geometry, from the Open Molecules 2025 dataset.

Computed properties:
**2S+1**: 5
**Charge**: -1
**Lowest unoccupied orbital energy (alpha / beta)**: 0.1002 / 0.1008 Eh
**Highest occupied orbital energy (alpha / beta)**: 0.81 / -4.33 eV

Atoms and positions in Å:
C (-2.26589, 0.16144, -2.89836)
N (-0.88418, -0.20377, -2.62068)
C (-0.47307, -0.93712, -1.39466)
H (-0.65136, -0.29910, -0.52245)
C (-1.17453, -2.25441, -1.24955)
C (-1.07802, -3.19946, -2.25361)
C (-1.72093, -4.41621, -2.13780)
C (-2.47573, -4.71560, -1.01433)
C (-3.16575, -6.03045, -0.89868)
C (-2.56954, -3.76437, -0.01001)
C (-1.92711, -2.54693, -0.12367)
N (0.99234, -1.08627, -1.59905)
C (1.85723, -1.78861, -0.66170)
C (1.37159, -0.55888, -2.85710)
C (0.22408, -0.01753, -3.48069)
C (0.31899, 0.56679, -4.73029)
C (1.55537, 0.61237, -5.35352)
C (2.67985, 0.08053, -4.74304)
C (2.59818, -0.51047, -3.49220)
H (-2.34554, 0.66168, -3.85986)
H (-2.88757, -0.73104, -2.91709)
H (-2.63419, 0.83382, -2.12625)
H (-0.49357, -2.97244, -3.12942)
H (-1.64085, -5.14641, -2.92383)
H (-3.71557, -6.11025, 0.03957)
H (-3.87609, -6.16973, -1.71401)
H (-2.44787, -6.85021, -0.93488)
H (-3.15287, -3.98400, 0.86748)
H (-2.00766, -1.81606, 0.66306)
H (2.88060, -1.81079, -1.02636)
H (1.84607, -1.28547, 0.30260)
H (1.51022, -2.81163, -0.53301)
H (-0.55669, 0.97611, -5.20110)
H (1.64137, 1.06958, -6.32528)
H (3.63194, 0.12737, -5.24435)
H (3.46788, -0.92679, -3.01643)
C (-2.47458, 2.34308, 2.66724)
C (-1.50400, 2.56423, 3.75793)
C (-0.43745, 3.40946, 3.64611)
C (0.63151, 3.66487, 4.69273)
C (1.61029, 4.48523, 4.13770)
C (1.22476, 4.82277, 2.72938)
C (0.01653, 4.19770, 2.42590)
Fe (1.40971, 2.74568, 2.98376)
C (1.25640, 0.87452, 2.03561)
C (1.52802, 0.69894, 3.44966)
C (2.77705, 1.37142, 3.75430)
C (3.27975, 1.96219, 2.52673)
C (2.33866, 1.65466, 1.46360)
H (-3.04133, 1.41878, 2.80142)
H (-3.18691, 3.16711, 2.61526)
H (-1.97875, 2.28658, 1.69630)
H (-1.64723, 2.05303, 4.69522)
H (0.65907, 3.22796, 5.69192)
H (2.55270, 4.76208, 4.61777)
H (1.80925, 5.45167, 2.05129)
H (-0.50028, 4.24488, 1.46434)
H (0.41818, 0.44012, 1.48903)
H (0.91991, 0.13018, 4.15582)
H (3.25379, 1.42209, 4.73541)
H (4.20646, 2.53081, 2.42447)
H (2.44736, 1.92428, 0.41164)

Cartesian forces (eV/Å) of the 3 atoms listed first:
0.7860 -0.3209 0.3940
1.2562 -0.0060 -0.5970
0.8255 0.6682 -0.9184

Results of the Mulliken charge analysis, in e, for atoms 1 through 6: atom 1 (C): -1.75, atom 2 (N): 1.30, atom 3 (C): -2.59, atom 4 (H): 0.64, atom 5 (C): 1.43, atom 6 (C): -0.90